1 | Density functional theory data (ωB97M-V/def2-TZVPD) for C6H12N2O as an isolated structure.

Each line ends with the natural charge from an NBO analysis.
Cartesian coordinates (Å):
O: -0.5849 1.1816 -2.2784  -0.508
N: 0.2669 -0.5748 1.1469  -0.434
N: 1.4953 0.6827 -0.3525  -0.588
C: 1.3815 -0.5452 2.0821  -0.407
C: 0.4216 0.1231 -0.0225  0.423
C: -1.0936 -1.1296 -1.5341  -0.356
C: 0.4420 2.0030 -2.2319  -0.085
C: -1.0243 -0.9143 1.7128  -0.407
C: -0.8554 0.1224 -1.0016  -0.089
H: 2.3182 -0.5220 1.5285  0.237
H: 1.0578 2.0359 -3.1324  0.180
H: 0.3128 2.9457 -1.6863  0.162
H: -0.3051 -1.6698 -2.0369  0.195
H: -1.7783 -1.1617 0.9686  0.218
H: -2.0732 -1.5831 -1.5060  0.190
H: -1.4156 -0.1127 2.3516  0.182
H: -1.6824 0.5995 -0.4816  0.208
H: 1.3598 -1.4436 2.7005  0.197
H: 1.3496 0.3387 2.7299  0.187
H: -0.9049 -1.8031 2.3340  0.205
H: 1.3123 1.4273 -1.2909  0.291

Orbital gap (alpha / beta)   6.80 / 8.30 eV
Total charge   0



2 | Density functional theory data (ωB97M-V/def2-TZVPD) for C6H12N2O as an isolated structure.

Each line ends with the natural charge from an NBO analysis.
Cartesian coordinates (Å):
O: 2.1401 -0.0842 -2.2032  -0.569
N: -0.4148 0.3191 0.0978  -0.222
N: -0.3844 -0.7163 -1.2830  -0.306
C: 1.4962 -0.7244 -1.4232  0.386
C: -0.7662 -1.9400 -1.0214  -0.469
C: 0.7792 -0.0755 0.8394  -0.026
C: -0.3394 1.7056 -0.4504  -0.413
C: -1.6923 0.1409 0.8583  -0.414
C: 1.5371 0.7486 1.5852  -0.405
H: 1.7420 -1.7931 -1.1161  0.079
H: 0.5642 1.7889 -1.0489  0.247
H: 2.3581 0.3311 2.1519  0.222
H: -2.5229 0.3055 0.1729  0.229
H: -1.7457 -0.8721 1.2484  0.228
H: 1.4939 1.8260 1.5195  0.205
H: -1.7251 0.8577 1.6768  0.213
H: 0.7947 -1.1504 1.0014  0.221
H: -1.2216 1.8769 -1.0639  0.228
H: -1.1443 -2.5362 -1.8449  0.216
H: -0.6375 -2.4368 -0.0591  0.150
H: -0.3113 2.4287 0.3626  0.199

Orbital gap (alpha / beta)   6.70 / 6.70 eV
Total charge   0



Stability ranking, top and bottom: 1 is the most stable and 2 is the least stable.



1 | Density functional theory data (ωB97M-V/def2-TZVPD) for C2H5N5O as an isolated structure.

Each line ends with the natural charge from an NBO analysis.
Cartesian coordinates (Å):
O: -2.6906 -0.6567 0.1012  -0.602
N: -0.7797 1.5658 -0.1954  -0.642
N: 0.7504 -0.3091 -0.8002  -0.093
N: 0.4340 -1.7106 -0.3417  0.036
N: -0.4995 0.2000 -0.0915  -0.198
N: -0.6863 -1.9459 -0.0638  -0.154
C: -1.4241 -0.7092 -0.0456  0.655
C: 1.7940 -0.0406 0.4161  -0.472
H: 1.9929 1.1180 0.2444  0.236
H: -1.1615 1.7365 -1.2783  0.358
H: 2.5467 -0.5149 -0.2138  0.216
H: -1.9212 1.7508 0.5581  0.403
H: 1.6449 -0.4840 1.7106  0.258

Orbital gap   9.78 eV
Total charge   0



2 | Density functional theory data (ωB97M-V/def2-TZVPD) for an isolated molecule of C2H5N5O.

Each line ends with the natural charge from an NBO analysis.
Cartesian coordinates (Å):
O: -0.9606 1.6999 1.9024  -0.558
N: -0.2074 0.5645 -0.4225  -0.473
N: 0.1576 -1.3722 0.6906  -0.467
N: 0.3426 -0.3823 -1.3505  -0.110
N: -0.5300 0.4682 1.9354  -0.232
N: 0.8747 -0.1092 -2.5736  -0.605
C: 0.4805 -1.5165 -0.5957  0.249
C: -0.2437 -0.0710 0.8057  0.407
H: 1.4870 0.6314 -2.5192  0.348
H: 0.8452 -2.4337 -0.9876  0.211
H: 0.2652 1.5173 -0.4804  0.389
H: -0.9809 1.9206 2.8530  0.481
H: 0.1853 0.1069 -3.3000  0.360

SMILES string   Nn1cn/c(=N/O)[nH]1
Orbital gap   7.87 eV
Total charge   0



Stability ranking, top and bottom: 2 is the most stable and 1 is the least stable.